(1)
{
  "formula": "C14H25AlB2Br2ClF4N4O8",
  "method": "the ωB97M-V functional and the def2-TZVPD basis",
  "homo_energy_ha": -0.2614,
  "lumo_ev": 1.39,
  "charge": -1,
  "species": ["C", "C", "N", "C", "C", "N", "B", "O", "O", "C", "C", "N", "C", "C", "O", "Cl", "C", "Br", "C", "C", "Br", "N", "B", "O", "O", "C", "O", "O", "C", "C", "O", "H", "H", "H", "H", "H", "H", "H", "H", "H", "H", "H", "H", "H", "H", "H", "H", "H", "H", "H", "H", "H", "H", "H", "H", "H", "F", "Al", "F", "F", "F"],
  "xyz": [[-0.40125, -4.40416, 2.10398], [-0.86952, -2.97506, 2.40461], [-0.61946, -2.02194, 1.32436], [0.69663, -2.14184, 0.72211], [1.02955, -0.96092, -0.16228], [0.78815, 0.36543, 0.45974], [1.44748, 0.60331, 1.74887], [0.96859, 0.02424, 2.89368], [2.53444, 1.46305, 1.85682], [2.17363, 2.60965, 2.67962], [1.04096, 1.39442, -0.43205], [2.11966, 1.31116, -1.34572], [3.33125, 2.00720, -1.00824], [4.45959, 1.08807, -0.59951], [4.36143, 0.01260, -0.16018], [6.07252, 1.83883, -0.80422], [1.90118, 1.01917, -2.74042], [3.28496, -0.26762, -3.37620], [0.48934, 0.52258, -3.13972], [0.32644, -0.93839, -3.55832], [-0.03320, 1.54512, -4.75004], [0.28376, 2.42146, -0.39788], [0.50317, 3.64423, -1.23506], [-0.08147, 3.83642, -2.43770], [1.35786, 4.56485, -0.73675], [-0.95448, 2.49860, 0.54443], [-0.79016, 3.27632, 1.47593], [-1.90484, 1.79249, 0.15445], [-1.65044, -2.00815, 0.35741], [-2.95106, -1.41397, 0.79213], [-1.49454, -2.46362, -0.75561], [-0.91148, -5.12229, 2.73889], [-0.61900, -4.68921, 1.07832], [0.66374, -4.49203, 2.30015], [-0.35682, -2.62110, 3.29825], [-1.93717, -3.00718, 2.59262], [1.43058, -2.28413, 1.51419], [0.77251, -3.02249, 0.07944], [0.36101, -1.03836, -1.00723], [2.06141, -1.06647, -0.49296], [1.74714, -0.20921, 3.41258], [2.61032, 3.50905, 2.26109], [1.09470, 2.75409, 2.66155], [2.45764, 2.45521, 3.71551], [3.66088, 2.63019, -1.83893], [3.15276, 2.68884, -0.18099], [2.13907, 1.89549, -3.33099], [-0.29624, 0.72984, -2.41979], [-0.74699, -1.11747, -3.57519], [0.72871, -1.63052, -2.83043], [0.67651, -1.11756, -4.56475], [-0.88120, 3.29861, -2.52187], [1.34554, 5.35781, -1.28312], [-3.70770, -2.17019, 0.98090], [-3.30984, -0.69475, 0.06800], [-2.82171, -0.89254, 1.73506], [-5.95881, -1.45887, 1.71536], [-7.35144, -1.67618, 0.74181], [-7.03944, -1.11689, -0.82691], [-8.64381, -0.80879, 1.41211], [-7.74105, -3.32636, 0.68906]],
  "mulliken_charge": [-1.1776, -0.5643, 0.3752, -1.6886, -0.2275, 1.0136, 0.3000, -0.4167, -0.3195, -0.8456, -2.7929, 1.4412, -1.2824, 0.5423, -0.3786, -0.2440, -0.7606, -0.1348, 0.3575, -1.8253, -0.0899, 1.6813, 0.2776, -0.5121, -0.5650, 0.5519, -0.6820, -0.6268, 0.9434, -1.7703, -0.6557, 0.4168, 0.3079, 0.2933, 0.2697, 0.5380, 0.5747, 0.6147, 0.0269, 0.2160, 0.2652, 0.2648, 0.3390, 0.3413, 0.5858, 0.5474, 0.9473, 0.1962, 0.5787, 0.4190, 0.5343, 0.3224, 0.2992, 0.4743, 0.3973, 0.2966, -0.3782, 0.6133, -0.4071, -0.4040, -0.4146]
}

---

(2)
{
  "formula": "C2H7OPS",
  "method": "the ωB97M-V functional and the def2-TZVPD basis",
  "smiles": "CS[P@@H](C)=O",
  "homo_energy_ha": -0.3343,
  "lumo_ev": 0.76,
  "charge": 0,
  "species": ["C", "C", "O", "P", "S", "H", "H", "H", "H", "H", "H", "H"],
  "xyz": [[0.14506, -1.96797, 0.46942], [-0.42773, 1.87651, 0.37546], [1.45447, -0.20845, -0.69319], [0.24681, 0.60982, -0.85770], [-1.22045, -1.03950, -0.52880], [-0.24652, -2.25479, 1.46539], [1.17259, -1.43628, 0.55852], [0.32864, -2.75918, -0.13665], [-0.34361, 1.28263, 1.26056], [0.07285, 2.90921, 0.26163], [-1.47844, 1.76902, 0.01852], [0.29632, 1.21898, -2.19316]],
  "mulliken_charge": [-0.8570, -0.8608, -0.6488, 0.5241, -0.2344, 0.3018, 0.3455, 0.3729, 0.3028, 0.3324, 0.3104, 0.1110]
}

---

(3)
{
  "formula": "C2H4NPS",
  "method": "the ωB97M-V functional and the def2-TZVPD basis",
  "smiles": "C1=NPCS1",
  "homo_energy_ha": -0.3206,
  "lumo_ev": 0.70,
  "charge": 0,
  "species": ["C", "C", "N", "P", "S", "H", "H", "H", "H"],
  "xyz": [[0.72473, 0.82936, -1.05948], [-0.89803, -0.78424, 0.29923], [1.42210, 0.56214, -0.03499], [0.84552, -0.50241, 1.09396], [-1.02670, 0.22155, -1.23833], [1.05515, 1.30746, -1.99911], [-0.96647, -1.83962, 0.02458], [-1.90066, -0.39385, 0.82912], [0.74434, 0.59963, 2.08501]],
  "mulliken_charge": [0.0750, -0.5613, -0.4193, 0.0211, -0.1134, 0.3210, 0.3105, 0.3028, 0.0637]
}

---

(4)
{
  "formula": "C5H9NO",
  "method": "the ωB97M-V functional and the def2-TZVPD basis",
  "smiles": "C/C=C(C)\\N=C\\O",
  "homo_energy_ha": -0.2912,
  "lumo_ev": 0.67,
  "charge": 0,
  "species": ["C", "C", "C", "C", "C", "O", "N", "H", "H", "H", "H", "H", "H", "H", "H", "H"],
  "xyz": [[-0.95667, -1.93548, -0.88999], [-0.50178, 1.05371, 1.47388], [-0.38161, -0.61520, -0.47863], [1.14553, 0.76384, -0.79621], [-0.05439, -0.24561, 0.84110], [1.44020, 2.06761, -0.99098], [0.04775, 0.26744, -1.38705], [2.36742, 2.24156, -0.78410], [1.99979, 0.13826, -0.54622], [0.04600, -1.04937, 1.57530], [-1.99877, -2.02445, -0.57239], [-0.39990, -2.75867, -0.43002], [-0.90236, -2.06343, -1.97178], [-0.74316, 1.81608, 0.73325], [0.27929, 1.45609, 2.12606], [-1.38735, 0.88762, 2.09777]],
  "mulliken_charge": [-1.1569, -1.1030, 0.9983, -0.0433, -0.5294, -0.4595, -0.6098, 0.3741, 0.3570, 0.2884, 0.2621, 0.3452, 0.3343, 0.3321, 0.2874, 0.3230]
}

---

(5)
{
  "formula": "C5H7NO",
  "method": "the ωB97M-V functional and the def2-TZVPD basis",
  "homo_energy_ha": -0.3064,
  "lumo_ev": -0.11,
  "charge": 0,
  "species": ["C", "C", "C", "N", "C", "C", "O", "H", "H", "H", "H", "H", "H", "H"],
  "xyz": [[-1.47332, -0.94390, 0.42872], [-0.37758, -0.26514, 0.76690], [0.19766, 0.86177, 0.02716], [-0.55467, 1.86866, -0.50003], [1.50888, 0.52262, -0.11384], [1.83899, -0.60609, 0.74329], [0.66976, -0.92393, 1.37821], [-2.16904, -0.55186, -0.30445], [0.17546, -1.91685, -0.81167], [-1.61755, -1.95196, 0.80527], [-0.04112, 2.59220, -0.98241], [-1.30408, 2.22713, 0.07587], [2.22594, 0.98446, -0.78118], [0.92068, -1.89712, -0.73184]],
  "mulliken_charge": [-0.7844, -0.0643, 0.8949, -0.4819, -0.2984, -0.7735, -0.1082, 0.3035, 0.0159, 0.3563, 0.2526, 0.2611, 0.3846, 0.0417]
}

---

(6)
{
  "formula": "CH5N3O",
  "method": "the ωB97M-V functional and the def2-TZVPD basis",
  "homo_energy_ha": -0.3104,
  "lumo_ev": 0.56,
  "charge": 0,
  "species": ["C", "H", "H", "H", "H", "H", "N", "N", "N", "O"],
  "xyz": [[0.01998, 0.16913, -0.38003], [2.74852, -0.23667, 0.86164], [2.39877, 1.24804, -0.12034], [-0.16848, 1.42727, -0.43888], [-1.18180, -1.43097, 0.32696], [-3.13415, 0.13480, 0.06567], [2.38652, 0.17575, 0.02727], [1.07442, -0.46727, 0.08324], [-1.29617, -0.62527, -0.20133], [-1.99201, 0.53254, 0.27761]],
  "mulliken_charge": [0.0957, 0.2563, 0.2512, 0.2238, 0.2487, 0.3598, -0.4550, -0.2845, -0.2240, -0.4720]
}

---

In the order shown, the computed calculated total energy values come out to -208708.277, -24358.151, -23751.767, -8866.121, -8831.411, -7630.001 eV.